# 1
13
Properties=species:S:1:pos:R:3 method="wB97M-V/def2-TZVPD" smiles="C=C[NH2+]CO" relative_energy_kcal_mol=39.28 charge=+1 orbital_gap_ha=0.417
C 0.33475 -1.32184 1.52898
C 0.60312 -0.01831 1.01729
C -0.07428 0.34206 -1.17002
N -0.41962 0.67502 0.25968
O -0.92303 1.02576 -1.94810
H 1.09394 -1.85337 2.11640
H -0.53689 -1.83599 1.41207
H 1.61714 0.51234 0.93577
H 0.90811 0.66560 -1.21748
H -0.00652 -0.76626 -1.11831
H -1.32926 0.24792 0.54685
H -0.36628 1.71130 0.44101
H -0.90117 0.61576 -2.80416

# 2
13
Properties=species:S:1:pos:R:3 method="wB97M-V/def2-TZVPD" relative_energy_kcal_mol=48.66 charge=+1 orbital_gap_ha=0.296
C 1.38745 2.00201 -0.79392
N 0.42620 1.16297 -0.83324
H 1.38759 2.70065 0.03203
H 2.26412 1.93321 -1.43024
H 0.26111 0.63043 -1.68651
H 0.02483 0.75217 0.02145
C 0.13261 -1.00596 1.54760
C -0.49891 -1.50559 0.48973
O -1.40409 -0.78889 -0.26498
H -0.36768 -0.25640 2.15758
H 1.08849 -1.35573 1.91125
H -0.23408 -2.47221 0.07064
H -2.25356 -0.67190 0.19747

# 3
13
Properties=species:S:1:pos:R:3 method="wB97M-V/def2-TZVPD" smiles="[NH3+]CCC=O" relative_energy_kcal_mol=56.23 charge=+1 orbital_gap_ha=0.357
C 0.56871 -0.57997 -0.32399
C 0.24113 0.89426 -0.80119
C -0.52598 1.53305 0.41800
O -1.70505 1.69198 0.21106
N -0.39628 -1.38251 0.54577
H 0.66450 -1.10479 -1.25928
H 1.52049 -0.56492 0.24453
H 1.13247 1.50720 -1.00188
H -0.42572 0.64539 -1.63902
H 0.05676 1.98085 1.24567
H 0.23382 -1.61117 1.36357
H -1.11785 -0.58700 0.81700
H -0.24702 -2.42238 0.17977

# 4
13
Properties=species:S:1:pos:R:3 method="wB97M-V/def2-TZVPD" relative_energy_kcal_mol=116.42 charge=+1 orbital_gap_ha=0.177
C -0.98452 -2.10489 1.79678
N -0.51043 -0.88270 1.79756
H -1.15449 -2.69816 0.88414
H -1.36502 -2.61252 2.70489
H 0.44411 -0.58395 1.61724
H -1.12938 -0.06272 1.79324
C 0.79368 1.65692 -2.25067
C 1.03481 1.31837 -0.99424
O 0.08267 0.42797 -0.37371
H 1.55713 2.05297 -2.91626
H -0.21958 1.64047 -2.64522
H 1.55293 1.88995 -0.22927
H -0.10191 -0.04172 -1.18449

# 5
14
Properties=species:S:1:pos:R:3 method="wB97M-V/def2-TZVPD" smiles=[O-]CNCCO relative_energy_kcal_mol=64.47 charge=-1 orbital_gap_ha=0.226
C 0.67830 -0.63644 -0.14170
C 0.48765 0.22451 1.11558
O 1.63805 -0.05133 1.97687
N 0.16620 -0.09171 -1.38616
C -1.32081 -0.09014 -1.39485
O -1.86740 0.62752 -0.40809
H 1.73469 -0.90857 -0.23634
H 0.13722 -1.55863 0.08874
H -0.47140 0.00254 1.58727
H 0.47799 1.29150 0.93843
H 1.34903 0.22664 2.85764
H 0.43581 0.88486 -1.41963
H -1.68950 -1.12865 -1.30399
H -1.55678 0.21586 -2.44453

# 6
14
Properties=species:S:1:pos:R:3 method="wB97M-V/def2-TZVPD" smiles=N[C@H](C[O-])CO relative_energy_kcal_mol=63.40 charge=-1 orbital_gap_ha=0.239
N 0.50208 0.26914 -1.49820
C -0.22805 0.25618 -0.19411
C -0.43742 -1.11054 0.38318
O -1.23828 -2.00338 -0.43564
C 0.49689 1.17694 0.87096
O -0.21423 1.59316 1.89893
H 0.94421 -0.64150 -1.56401
H 1.16243 1.03461 -1.39247
H -1.17818 0.78636 -0.42332
H -0.97673 -1.08270 1.33514
H 0.57639 -1.51938 0.49886
H -1.79828 -1.40227 -0.91943
H 0.95335 2.02224 0.23892
H 1.43582 0.62116 1.20118

# 7
14
Properties=species:S:1:pos:R:3 method="wB97M-V/def2-TZVPD" smiles=N[C@@H](C[O-])CO relative_energy_kcal_mol=56.27 charge=-1 orbital_gap_ha=0.244
C 0.61050 0.93482 1.11115
O -0.46855 1.67449 1.30721
C 0.50172 -0.03551 -0.10299
C -0.47501 -1.15345 0.11369
O -0.40626 -2.15745 -0.92144
N 0.10479 0.76177 -1.29306
H 0.95640 0.29461 1.96270
H 1.53277 1.52882 0.81226
H 1.50902 -0.41927 -0.27268
H -0.22234 -1.65113 1.05322
H -1.48427 -0.75250 0.21440
H -0.21012 -1.62979 -1.70675
H -0.10247 1.69761 -0.94994
H 0.87495 0.82873 -1.94546

# 8
14
Properties=species:S:1:pos:R:3 method="wB97M-V/def2-TZVPD" smiles=N[C@H](C[O-])CO relative_energy_kcal_mol=69.07 charge=-1 orbital_gap_ha=0.243
N 0.76258 1.59300 0.28081
C 0.37172 0.22915 -0.04705
C -0.37810 -0.65317 0.92947
O 0.31737 -0.83240 2.20866
C -0.30708 0.19692 -1.47290
O -0.87446 -0.86244 -2.01357
H 0.03715 2.22533 -0.04529
H 1.68110 1.90173 0.03110
H 1.37410 -0.26352 -0.04958
H -0.48325 -1.58683 0.37635
H -1.32570 -0.21205 1.25100
H 0.96130 -0.12654 2.14813
H 0.44556 0.70347 -2.11518
H -1.12960 0.99466 -1.19830

Going through the records in order, we get electronic energy values of -6769.46630 -6769.05933 -6768.73128 -6766.12139 -8824.99638 -8825.04293 -8825.35223 -8824.79723 eV.